The following is a DFT calculation (ωB97M-V with the def2-TZVPD basis set) of a 2-piece molecular cluster, CH3IO3S2 overall.

Atoms and positions in Å:
C: 0.121763 0.069197 0.186624
O: -0.356209 -2.738758 -0.566766
O: -0.508482 -0.925867 2.587957
O: 1.875883 -0.874858 1.971903
S: 0.329235 -3.058134 0.693647
S: 0.504954 -1.030190 1.575715
I: -3.552656 -4.122488 -1.877567
H: -0.571993 0.815774 0.549844
H: 1.054785 0.503614 -0.144614
H: -0.334279 -0.539668 -0.585969

Forces on the atoms, in the same order (eV/Å):
0.1 -0.6 0.4
-0.7 -0.3 -1.2
-0.3 0.0 -0.3
0.2 0.0 -0.3
0.4 0.6 0.8
0.2 0.3 0.5
0.1 0.0 0.0
-0.1 0.0 0.2
0.2 0.0 0.0
-0.1 0.1 -0.2

E = -1359.59083 hartree
energy relative to the best compared isomer or geometry (same formula, charge and spin) = 27.19 kcal/mol
gap between HOMO and LUMO (alpha / beta) = 0.301 / 0.247 hartree
total charge = 0



The following is a DFT calculation (ωB97M-V with the def2-TZVPD basis set) of a 2-piece molecular cluster, CH2BrNO4 overall.

Atoms and positions in Å:
C: 0.611341 -0.120710 -0.331084
N: -0.442298 0.716568 0.260418
O: -0.397057 0.605453 1.655057
O: -1.180344 1.541569 -0.247580
O: 1.394480 -0.519441 0.484060
O: 0.654801 -0.185201 -1.610243
Br: -2.328670 -1.581628 -0.162244
H: 0.190620 -0.050622 2.035255
H: 1.497126 -0.405989 -2.083639

Forces on the atoms, in the same order (eV/Å):
1.2 0.7 1.9
-0.2 -1.8 0.1
-2.0 2.2 0.0
0.7 -0.3 0.4
0.5 -0.9 -0.5
-0.5 0.5 -2.4
0.3 0.1 0.0
0.7 -0.6 -1.1
-0.8 0.0 1.4

E = -2968.86907 hartree
energy relative to the best compared isomer or geometry (same formula, charge and spin) = 69.08 kcal/mol
gap between HOMO and LUMO (alpha / beta) = 0.350 / 0.208 hartree
total charge = 0



The following is a DFT calculation (ωB97M-V with the def2-TZVPD basis set) of C27H37CoN4O3Si as an isolated structure.

Atoms and positions in Å:
Co: -0.671094 1.000278 -0.502722
C: 5.009377 4.364027 -2.855925
C: 3.964268 3.463073 -2.253896
C: 4.289795 2.154444 -1.890850
C: 3.373903 1.232962 -1.326384
C: 3.824455 -0.071162 -1.072776
N: 3.305109 -1.107882 -0.351172
C: 2.367811 -1.073139 0.750149
C: 2.757982 -2.111201 1.802086
C: 1.712590 -2.233598 2.907191
N: 1.514878 -0.911748 3.523619
C: 0.453204 -0.175419 3.418949
C: -0.844596 -0.625122 3.016135
C: -1.485957 -1.762579 3.536214
C: -2.758301 -2.109470 3.138950
C: -3.492208 -3.282846 3.724341
C: -3.356940 -1.321073 2.141536
C: -2.728772 -0.236922 1.561499
C: -3.323948 0.411976 0.403278
N: -2.634221 1.012614 -0.482694
C: -3.257223 1.625282 -1.647431
C: -3.085492 3.150959 -1.606804
C: -1.916587 3.590251 -0.731448
N: -0.689208 2.832964 -0.989110
C: 0.368940 3.493322 -1.371142
C: 1.686267 3.012676 -1.531321
C: 2.674592 3.896730 -2.062727
C: 2.015852 1.699416 -1.157865
O: 1.148625 0.859258 -0.691195
C: -1.442032 0.175151 2.014751
O: -0.793902 1.167332 1.515516
H: 6.012562 3.984242 -2.667968
H: 4.882183 4.443419 -3.936979
H: 4.947447 5.370379 -2.441584
H: 5.309671 1.817940 -2.041096
H: 4.778661 -0.325325 -1.520937
H: 3.770347 -1.986408 -0.500426
H: 2.395937 -0.069947 1.179593
H: 1.338415 -1.234286 0.415995
H: 2.851112 -3.099713 1.342885
H: 3.738146 -1.873152 2.227550
H: 0.753012 -2.544241 2.500274
H: 2.016752 -2.940946 3.677465
H: 2.360350 -0.453201 3.841267
H: 0.591493 0.883283 3.617585
H: -0.989586 -2.344849 4.305557
H: -2.858628 -3.837395 4.415047
H: -4.379346 -2.960692 4.271401
H: -3.818666 -3.971092 2.943311
H: -4.343332 -1.602082 1.783543
H: -4.405394 0.344547 0.272918
H: -2.753908 1.208608 -2.522473
H: -4.310699 1.343964 -1.706493
H: -2.959190 3.522824 -2.624230
H: -3.987772 3.615510 -1.205781
H: -1.727145 4.654814 -0.878356
H: -2.164593 3.446191 0.322052
H: 0.222888 4.553309 -1.580399
H: 2.384147 4.907619 -2.323342
C: -0.234665 -2.386502 -2.998073
Si: -1.149984 -2.192290 -1.383390
C: -0.640012 -3.548013 -0.191280
C: -2.998052 -2.299650 -1.696489
O: -0.746972 -0.784990 -0.666528
H: -0.463615 -3.341700 -3.476198
H: 0.844837 -2.337698 -2.838656
H: -0.496260 -1.593168 -3.702250
H: -0.931112 -4.532286 -0.566494
H: -1.104252 -3.411696 0.789517
H: 0.445795 -3.558092 -0.059082
H: -3.250408 -3.227800 -2.214662
H: -3.347240 -1.476466 -2.325758
H: -3.570096 -2.283555 -0.765806

Forces on the atoms, in the same order (eV/Å):
0.0 0.0 0.0
0.0 0.0 0.0
0.0 0.0 0.0
0.0 0.0 0.0
0.0 0.1 0.0
0.1 0.0 0.0
-0.1 0.0 -0.1
0.0 0.0 0.1
0.0 0.0 0.0
0.0 0.0 0.0
-0.1 0.1 0.0
0.1 0.0 0.0
0.0 -0.1 0.0
0.0 0.0 0.0
0.0 0.1 -0.1
0.0 0.0 0.0
0.0 0.0 0.1
0.0 0.0 0.0
0.1 0.0 0.0
0.0 0.0 0.1
0.0 0.0 0.0
0.0 0.0 0.0
0.0 0.0 0.0
0.0 0.0 0.0
0.0 0.0 0.0
0.0 0.1 0.0
0.0 0.0 0.0
0.0 -0.1 0.0
0.0 0.1 0.0
-0.1 0.0 0.0
0.1 0.0 0.0
0.0 0.0 0.0
0.0 0.0 0.0
0.0 0.0 0.0
0.0 0.0 0.0
0.0 0.0 0.0
0.0 0.0 0.0
0.0 0.0 0.0
0.0 0.0 0.0
0.0 0.0 0.0
0.0 0.0 0.0
0.0 0.0 0.0
0.0 0.0 0.0
0.0 0.0 0.0
0.0 0.0 0.0
0.0 0.0 0.0
0.0 0.0 0.0
0.0 0.0 0.0
0.0 0.0 0.0
0.0 0.0 0.0
0.0 0.0 0.0
0.0 0.0 0.0
0.0 0.0 0.0
0.0 0.0 0.0
0.0 0.0 0.0
0.0 0.0 0.0
0.0 0.0 0.0
0.0 0.0 0.0
0.0 0.0 0.0
0.0 0.0 0.0
0.1 0.1 0.1
0.0 0.0 0.0
0.0 0.0 0.0
-0.1 -0.1 -0.1
0.0 0.0 0.0
0.0 0.0 0.0
0.0 0.0 0.0
0.0 0.0 0.0
0.0 0.0 0.0
0.0 0.0 0.0
0.0 0.0 0.0
0.0 0.0 0.0
0.0 0.0 0.0

E = -3167.90561 hartree
energy relative to the best compared isomer or geometry (same formula, charge and spin) = 21.26 kcal/mol
spin multiplicity = 4
gap between HOMO and LUMO (alpha / beta) = 0.167 / 0.255 hartree
total charge = +1
⟨S²⟩ = 3.8250



The following is a DFT calculation (ωB97M-V with the def2-TZVPD basis set) of a 2-piece molecular cluster, C6H10O3P overall.

Atoms and positions in Å:
C: -0.787248 -0.622268 -0.447741
C: -1.211990 0.668195 -0.267824
C: -2.565909 0.956753 0.128992
C: -0.217000 1.751806 -0.764799
C: -3.591618 -0.109651 -0.195880
C: 5.723897 -0.698743 0.113097
O: 3.593923 0.248870 1.474479
O: -2.752362 1.994142 0.769249
O: 4.073816 1.451918 -0.732624
P: 4.313346 0.246548 0.161134
H: -1.494747 -1.506894 -0.205431
H: -0.013166 1.503797 -1.726967
H: 0.722974 1.598638 -0.088085
H: -0.747703 2.694235 -0.607862
H: -3.117623 -1.082400 -0.041230
H: -3.807665 -0.079553 -1.393178
H: -4.527832 -0.004226 0.362881
H: 5.963825 -1.541159 0.664541
H: 6.018644 -0.698450 -0.979079
H: 0.199050 -0.841437 -0.713242

Forces on the atoms, in the same order (eV/Å):
-3.5 0.3 1.6
2.8 -2.5 -2.5
-0.4 1.2 1.5
-0.6 -0.6 5.4
-0.7 0.3 -2.5
-1.1 2.2 -3.9
-0.4 -0.6 -0.5
-0.8 -1.1 -0.9
0.4 -2.0 0.0
0.8 1.9 1.9
1.7 1.5 -0.5
0.8 -0.2 -2.9
-1.5 0.9 -1.4
0.8 0.2 -0.2
-0.6 0.2 0.1
0.4 0.1 2.9
0.3 0.1 -0.2
0.0 -1.4 1.1
0.3 -0.2 1.3
1.4 -0.3 -0.4

E = -801.70495 hartree
energy relative to the best compared isomer or geometry (same formula, charge and spin) = 62.44 kcal/mol
gap between HOMO and LUMO = 0.236 hartree
total charge = -1



The following is a DFT calculation (ωB97M-V with the def2-TZVPD basis set) of C27H46BrNOP2SSn as an isolated structure.

Atoms and positions in Å:
N: 2.921159 -7.204535 -5.334544
C: 2.404896 -7.552413 -4.142490
C: 1.855116 -6.598474 -3.279299
C: 1.807797 -5.231722 -3.666278
C: 2.215826 -4.916565 -4.980555
C: 2.803979 -5.939299 -5.757016
C: 1.309332 -4.224179 -2.739382
Sn: -0.073411 -0.187780 -1.424190
P: -2.939944 2.400301 -1.641166
C: 0.746031 -3.005043 -2.969077
C: -0.469108 -2.728897 -2.229398
C: -1.476413 -1.812742 -2.765297
C: -2.778234 -1.807754 -2.222658
C: -3.047345 -2.416773 -1.025084
C: -2.089303 -3.249946 -0.439506
C: -0.833088 -3.419496 -1.046210
Br: -4.616966 -2.034403 -0.172115
H: 1.317983 -4.565447 -1.682651
H: 1.098065 -2.360936 -3.765198
H: 1.472694 -6.909993 -2.313997
H: 2.121314 -3.906256 -5.366137
H: 2.432850 -8.612711 -3.851915
H: 3.194639 -5.699171 -6.767375
H: -1.331641 -1.316719 -3.717368
H: -0.138222 -4.154872 -0.618909
H: -3.559648 -1.316363 -2.796300
H: -2.415132 -3.784310 0.449690
P: 2.117398 1.441677 -1.419001
C: -4.163138 1.098283 -1.617312
C: -5.665008 1.407201 -1.790414
H: -4.054990 0.535470 -0.679606
H: -3.831677 0.465219 -2.452164
H: -6.218665 0.509950 -1.521239
H: -5.947419 2.217107 -1.099913
H: -5.944472 1.678311 -2.815822
C: -2.152319 2.718517 -3.226348
C: -2.650441 4.073080 -3.813221
H: -2.444191 1.895788 -3.910903
H: -1.052768 2.697340 -3.069556
H: -2.318846 4.219233 -4.850716
H: -3.751679 4.121248 -3.814495
H: -2.265548 4.912089 -3.219259
C: -2.068194 2.478991 -0.065337
C: -2.880364 3.532774 0.728918
H: -1.021790 2.792636 -0.252538
H: -2.041162 1.504963 0.441439
H: -2.229203 4.207257 1.284134
H: -3.488030 4.105082 0.017187
H: -3.557315 3.055537 1.428619
C: 2.543845 2.399387 0.082513
C: 3.951440 2.980705 0.025777
H: 2.378465 1.737333 0.947496
H: 1.782648 3.196582 0.158685
H: 4.714290 2.200620 -0.000802
H: 4.090606 3.604800 -0.865023
H: 4.165848 3.610368 0.892891
C: 1.953560 2.666981 -2.766713
C: 1.600176 2.003908 -4.101761
H: 2.882848 3.245619 -2.828807
H: 1.165914 3.366067 -2.425780
H: 2.411398 1.352605 -4.462161
H: 0.691619 1.396370 -4.031163
H: 1.454622 2.756405 -4.887164
C: 3.485153 0.275386 -1.808114
C: 4.050745 -0.488618 -0.616649
H: 4.270805 0.828049 -2.347752
H: 3.030662 -0.414607 -2.532650
H: 4.654815 -1.344401 -0.943912
H: 4.708568 0.133565 0.001693
H: 3.257708 -0.873092 0.029716
C: 1.725050 -2.402293 2.387874
S: 0.402379 -1.231072 2.012857
C: 0.886956 -0.004853 3.245287
O: 0.708231 -0.632797 0.605913
H: 1.754831 -2.588176 3.460533
H: 2.665126 -1.997583 1.997303
H: 1.485314 -3.345147 1.904226
H: 1.956729 0.246547 3.216258
H: 0.274410 0.893480 3.128565
H: 0.649988 -0.486116 4.204377

Forces on the atoms, in the same order (eV/Å):
-0.3 0.2 0.2
-0.4 0.6 0.4
0.4 -0.5 0.1
-0.2 1.1 0.5
0.5 -0.7 -0.8
-0.2 1.0 -0.1
1.5 -3.0 0.3
0.5 1.8 2.3
-0.6 -0.1 0.2
-0.8 0.7 0.0
-0.6 1.0 -0.4
-1.0 -2.3 0.0
1.3 0.5 -1.9
0.4 0.0 0.2
1.0 -0.2 -0.2
-0.9 -0.5 0.9
-0.8 -0.4 0.4
-0.5 -0.2 -0.9
-0.5 -0.1 -0.5
0.1 0.0 0.0
0.2 -0.2 -0.1
0.1 0.6 -0.3
-0.3 -0.3 0.8
0.2 -0.1 -0.1
-0.5 0.5 0.0
0.2 -0.1 0.3
0.5 -0.1 0.0
0.7 -0.1 0.0
-0.4 -0.6 -0.4
0.0 0.7 0.1
0.3 0.3 -0.2
-0.2 0.1 0.3
-0.1 0.0 0.0
-0.1 -0.3 -0.3
0.2 0.0 0.3
0.3 0.0 -0.6
0.0 0.2 0.0
0.2 0.3 0.4
-0.5 0.1 -0.2
0.0 -0.2 0.3
0.4 0.0 0.0
-0.2 -0.2 -0.1
0.8 0.2 -0.2
0.0 0.1 0.1
-0.4 0.0 0.2
-0.1 0.1 -0.2
-0.1 0.0 -0.1
0.1 0.3 0.5
-0.1 -0.1 0.1
-0.7 -0.2 0.3
0.4 0.2 -0.3
0.2 0.2 -0.2
0.3 -0.2 0.0
-0.1 0.1 0.0
0.0 -0.1 0.2
-0.2 -0.1 -0.1
-0.3 -0.2 0.1
0.5 0.1 -0.3
-0.1 -0.1 0.0
0.3 -0.2 -0.2
-0.2 0.2 0.2
-0.1 0.0 0.0
-0.1 -0.2 0.2
0.0 0.3 -0.5
0.2 -0.2 0.4
-0.2 -0.2 0.1
0.3 0.0 0.0
-0.2 0.3 -0.1
-0.2 -0.1 -0.2
0.0 0.0 -0.1
-0.1 0.0 -0.8
0.0 -0.1 0.9
0.0 0.2 -0.1
0.3 0.1 -0.5
0.0 0.2 0.1
-0.1 -0.1 0.3
0.0 0.0 -0.1
-0.3 -0.2 -0.2
0.0 -0.2 0.0
0.0 0.1 -0.2

E = -5053.96722 hartree
energy relative to the best compared isomer or geometry (same formula, charge and spin) = 28.36 kcal/mol
gap between HOMO and LUMO (alpha / beta) = 0.184 / 0.220 hartree
total charge = +4



The following is a DFT calculation (ωB97M-V with the def2-TZVPD basis set) of C15H30GdN3OS5Si as an isolated structure.

Atoms and positions in Å:
Gd: -0.693545 -14.747773 5.743541
O: 1.525023 -14.120839 7.046057
C: 2.140182 -12.809575 7.190377
C: 2.834906 -12.384785 5.885268
C: 2.003310 -12.650357 4.594973
C: 0.647385 -12.003122 4.587914
C: 0.574922 -10.643755 4.890643
C: -0.660645 -9.980816 4.889951
C: -1.801077 -10.765649 4.580388
C: -1.631042 -12.066996 4.164973
N: -0.467255 -12.712956 4.318555
H: 1.503265 -14.598070 7.907952
H: 2.903503 -12.851726 8.018067
H: 1.400888 -12.073322 7.457847
H: 3.809487 -12.882981 5.877394
H: 3.099176 -11.337926 5.941944
H: 1.933647 -13.718357 4.446887
H: 2.536245 -12.222802 3.752333
H: 1.464348 -10.125717 5.202670
H: -0.767413 -8.931296 5.156607
H: -2.824358 -10.379409 4.708411
H: -2.409048 -12.626976 3.707906
S: -0.958921 -16.806126 7.450154
S: 0.948009 -17.037478 6.707202
S: 0.367503 -17.708361 4.846794
S: 0.251225 -15.997913 3.641187
C: -3.920085 -12.595132 9.840636
Si: -2.896397 -13.989698 9.146972
C: -1.846725 -14.721035 10.541167
C: -4.094847 -15.319764 8.556963
C: -1.795732 -13.385198 7.692705
H: -4.650759 -12.885610 10.621387
H: -4.445993 -12.079525 9.031237
H: -3.206906 -11.877359 10.300240
H: -2.522848 -15.030025 11.328348
H: -1.144540 -13.945548 10.886546
H: -1.273584 -15.584083 10.195759
H: -4.816642 -15.457618 9.386058
H: -3.648330 -16.298391 8.371345
H: -4.495724 -14.955283 7.633349
H: -0.924347 -12.938313 8.231567
H: -2.320276 -12.669830 7.076737
C: -3.298463 -16.519897 2.119630
N: -3.309124 -17.532854 3.182641
C: -3.481472 -17.231161 4.471513
S: -3.441175 -15.564911 4.959455
N: -3.697289 -18.174124 5.414556
C: -3.937933 -19.576373 5.147109
H: -4.103700 -16.721351 1.381870
H: -2.322983 -16.655592 1.609137
H: -3.346841 -15.499471 2.554543
H: -2.973794 -18.464898 2.973505
H: -3.784403 -17.833051 6.352035
H: -4.776330 -19.768089 4.472853
H: -4.190121 -20.063474 6.091321
H: -3.067605 -20.088651 4.708469

Forces on the atoms, in the same order (eV/Å):
-0.7 -0.3 2.3
0.3 0.6 0.4
0.9 -0.4 0.4
-0.2 -0.7 0.2
0.4 -0.1 0.9
-0.6 0.3 0.7
-1.1 0.7 -0.1
-0.3 -1.5 0.2
0.0 1.2 0.0
0.8 0.4 0.9
1.1 0.7 -1.2
0.0 0.6 -0.9
-0.7 0.1 -0.8
-0.6 0.2 0.2
-0.2 -0.2 -0.5
-0.1 0.4 0.2
-0.2 -0.3 -0.3
0.2 -0.1 -0.2
0.2 0.2 -0.2
0.1 -0.3 0.0
0.6 0.0 -0.5
-0.8 -0.6 0.2
-0.1 -0.1 1.1
-0.6 -0.5 -0.4
0.6 -0.1 -0.9
0.5 -0.8 -1.0
0.1 0.6 0.5
0.9 -1.1 -1.2
0.2 0.6 -0.7
0.4 -0.1 1.2
0.1 -0.5 1.1
0.4 0.0 -0.4
0.0 0.0 0.1
-0.5 -0.2 -0.2
0.0 0.0 0.4
-0.2 -0.3 0.2
-0.1 0.1 0.0
-0.1 0.1 -0.7
0.2 0.1 0.0
-0.8 0.0 -0.4
-0.3 0.1 -0.7
-0.1 0.7 -0.1
0.9 -0.5 -0.7
-0.4 -0.2 0.5
0.2 0.9 0.9
-0.4 -0.2 0.4
0.0 0.3 -1.5
0.2 -0.5 0.0
0.3 0.2 0.6
-0.5 0.4 0.1
-0.1 -1.0 -0.4
-0.3 0.1 -0.2
0.2 0.2 0.2
-0.1 0.4 -0.1
0.2 0.1 -0.1
0.0 0.2 0.3

E = -3875.22334 hartree
energy relative to the best compared isomer or geometry (same formula, charge and spin) = 9.62 kcal/mol
spin multiplicity = 8
gap between HOMO and LUMO (alpha / beta) = 0.246 / 0.218 hartree
total charge = 0
⟨S²⟩ = 16.0906